# 1
One molecule with the formula C3H5ClFNO2 at a distorted geometry. Source: OMol25; level of theory: ωB97M-V/def2-TZVPD.

```
13
C3H5ClFNO2 ωB97M-V/def2-TZVPD
O 2.922 -0.543 -0.575
N 1.612 -0.320 -0.085
C 1.121 0.665 -0.711
O -0.090 1.193 -0.423
C -0.823 0.626 0.711
C -1.723 -0.540 0.312
F -0.917 -1.399 -0.305
Cl -3.025 -0.076 -0.792
H 3.074 -1.461 -0.321
H 1.665 1.177 -1.524
H -1.438 1.444 1.093
H -0.140 0.199 1.463
H -2.236 -0.966 1.158
```

gap between HOMO and LUMO = 10.33 eV
net charge = 0
structure (SMILES) = O/N=C/OC[C@H](F)Cl

---

# 2
One molecule with the formula C3H5ClFNO2 at a distorted geometry. Source: OMol25; level of theory: ωB97M-V/def2-TZVPD.

```
13
C3H5ClFNO2 ωB97M-V/def2-TZVPD
N 0.003 1.372 -0.768
C -0.001 0.201 0.275
C -1.210 -0.744 0.139
O -1.290 -1.650 0.880
O -2.381 -0.404 -0.635
C 1.272 -0.616 0.488
F 2.138 0.381 1.056
Cl 1.894 -1.280 -0.937
H 0.467 1.010 -1.633
H 0.624 1.998 -0.166
H -0.131 0.743 1.341
H -2.310 0.388 -1.148
H 0.927 -1.399 1.109
```

gap between HOMO and LUMO = 11.16 eV
net charge = 0
structure (SMILES) = N[C@@H](C(=O)O)[C@H](F)Cl

---

# 3
One molecule with the formula C3H5ClFNO2 at a distorted geometry. Source: OMol25; level of theory: ωB97M-V/def2-TZVPD.

```
13
C3H5ClFNO2 ωB97M-V/def2-TZVPD
C 1.371 -0.422 0.141
C -1.939 0.886 0.045
C -0.979 -0.102 0.650
N 2.236 -0.958 -0.863
O 1.788 -0.156 1.201
O 0.134 -0.470 -0.261
F 1.748 -0.966 -2.186
Cl 3.868 -0.340 -0.761
H -2.308 0.506 -1.005
H -2.744 1.082 0.715
H -1.449 1.799 -0.068
H -1.291 -1.051 0.848
H -0.436 0.192 1.544
```

gap between HOMO and LUMO (spin up / spin down) = 7.32 / 8.00 eV
net charge = 0
multiplicity = 3

---

# 4
One molecule with the formula C3H5ClINO at a distorted geometry. Source: OMol25; level of theory: ωB97M-V/def2-TZVPD.

```
12
C3H5ClINO ωB97M-V/def2-TZVPD
H 0.936 -1.466 -2.414
N 0.362 -1.523 -1.543
C -0.455 -0.637 -1.219
C -1.078 -0.547 0.211
Cl -1.034 -2.197 0.870
I -3.066 0.406 0.122
C -0.164 0.376 1.055
O 1.148 -0.033 0.824
H -0.589 0.245 -1.938
H -0.298 1.493 0.827
H -0.326 0.229 2.164
H 1.332 -0.974 0.774
```

gap between HOMO and LUMO = 9.71 eV
net charge = 0
structure (SMILES) = [H]/N=C/[C@](Cl)(I)CO

---

# 5
C3H5ClIP as an isolated structure at a distorted geometry. Source: OMol25; level of theory: ωB97M-V/def2-TZVPD.

```
11
C3H5ClIP ωB97M-V/def2-TZVPD
C -1.923 -1.126 -0.559
C -0.774 -1.019 -0.273
C 0.627 -0.829 0.023
P 0.890 0.985 0.039
Cl 2.579 1.303 -1.077
H -2.943 -0.879 -0.739
H 1.274 -1.265 -0.739
H 0.874 -1.182 1.026
H -0.163 1.630 -0.585
H 1.083 1.514 1.307
I -1.524 0.868 1.577
```

gap between HOMO and LUMO = 7.75 eV
net charge = 0

---

# 6
One molecule with the formula C3H5ClN2 at a distorted geometry. Source: OMol25; level of theory: ωB97M-V/def2-TZVPD.

```
11
C3H5ClN2 ωB97M-V/def2-TZVPD
N 0.004 0.974 1.945
N -0.906 0.052 1.489
C -0.899 -0.273 0.204
C 0.091 0.137 -0.821
C 0.408 -0.657 -1.871
Cl 1.605 -0.285 -2.989
H 1.005 0.699 1.816
H -0.180 0.929 2.944
H -1.679 -0.958 -0.063
H 0.730 0.961 -0.545
H -0.180 -1.578 -2.109
```

gap between HOMO and LUMO = 9.02 eV
net charge = 0
structure (SMILES) = N/N=C\C=C\Cl

---

# 7
One molecule with the formula C3H5ClN2 at a distorted geometry. Source: OMol25; level of theory: ωB97M-V/def2-TZVPD.

```
11
C3H5ClN2 ωB97M-V/def2-TZVPD
H -0.970 2.647 -1.852
N -0.194 2.164 -1.405
C -0.565 1.032 -0.927
N 0.239 0.258 -0.147
C -0.096 -0.980 0.342
C 0.588 -1.571 1.362
Cl 1.905 -0.665 2.074
H -1.579 0.551 -1.120
H 1.141 0.616 0.139
H -0.949 -1.443 -0.146
H 0.479 -2.610 1.680
```

gap between HOMO and LUMO = 9.42 eV
net charge = 0
structure (SMILES) = [H]/N=C/N/C=C\Cl

---

# 8
One molecule with the formula C3H5ClN2O at a distorted geometry. Source: OMol25; level of theory: ωB97M-V/def2-TZVPD.

```
12
C3H5ClN2O ωB97M-V/def2-TZVPD
N -1.482 1.332 0.167
C -2.012 0.043 0.007
O -3.157 -0.246 -0.318
N -1.025 -0.934 0.153
C 0.393 -0.825 0.163
C 1.175 0.156 -0.240
Cl 2.856 0.128 -0.037
H -0.883 1.521 0.935
H -2.339 1.932 0.327
H -1.293 -1.935 0.243
H 0.733 -1.792 0.525
H 0.692 1.043 -0.682
```

gap between HOMO and LUMO = 9.53 eV
net charge = 0
structure (SMILES) = NC(=O)N/C=C/Cl

---

# 9
One molecule with the formula C3H5ClN2O3 at a distorted geometry. Source: OMol25; level of theory: ωB97M-V/def2-TZVPD.

```
14
C3H5ClN2O3 ωB97M-V/def2-TZVPD
C -0.338 -0.676 -1.664
C 0.178 0.064 -0.419
Cl 0.976 1.614 -0.920
C -0.867 0.325 0.783
N -0.482 1.318 1.563
O -1.820 -0.358 0.884
N 1.163 -0.838 0.298
O 2.075 -0.347 0.966
O 0.977 -1.999 0.255
H -1.346 -0.474 -1.841
H -0.201 -1.709 -1.313
H 0.284 -0.297 -2.454
H 0.428 1.860 1.555
H -1.025 1.517 2.308
```

gap between HOMO and LUMO = 10.45 eV
net charge = 0
structure (SMILES) = C[C@@](Cl)(C(N)=O)[N+](=O)[O-]

---

# 10
A 2-piece molecular cluster, C3H5ClN2S overall at a distorted geometry. Source: OMol25; level of theory: ωB97M-V/def2-TZVPD.

```
12
C3H5ClN2S ωB97M-V/def2-TZVPD
C -0.464 1.289 -0.530
C 0.800 0.395 1.272
C -1.064 -0.083 -0.510
N 0.358 1.521 0.385
N 1.234 -1.450 -0.543
S 0.136 -1.162 0.522
Cl -2.709 -0.135 0.029
H -0.965 1.868 -1.225
H 1.908 0.242 1.073
H 0.326 0.481 2.272
H -1.059 -0.653 -1.841
H 1.498 -2.313 -0.904
```

gap between HOMO and LUMO = 9.23 eV
net charge = 0

---

# 11
C3H5ClN2S as an isolated structure at a distorted geometry. Source: OMol25; level of theory: ωB97M-V/def2-TZVPD.

```
12
C3H5ClN2S ωB97M-V/def2-TZVPD
C -0.955 1.580 -0.390
C 0.630 0.004 0.302
C 0.972 -1.026 -0.747
N 0.274 1.316 -0.290
N -0.765 -0.542 0.968
S -2.058 0.189 0.162
Cl -0.866 -0.130 2.654
H -1.423 2.440 -0.879
H 1.218 0.055 1.256
H 0.652 -1.962 -0.333
H 2.014 -0.960 -1.074
H 0.308 -0.964 -1.627
```

gap between HOMO and LUMO = 9.61 eV
net charge = 0

---

# 12
A 2-piece molecular cluster, C3H5ClN4O2 overall at a distorted geometry. Source: OMol25; level of theory: ωB97M-V/def2-TZVPD.

```
15
C3H5ClN4O2 ωB97M-V/def2-TZVPD
C -0.603 0.531 0.139
C 0.967 -1.161 0.361
C -0.337 1.494 -0.779
N -1.388 -0.036 0.981
N 1.992 -0.935 -0.393
N 0.333 -1.956 1.141
N 0.158 2.625 -0.626
O -2.683 0.371 1.230
O 2.204 0.057 -1.106
Cl -0.650 0.636 -2.357
H 2.856 -1.652 -0.142
H 0.242 -2.929 0.783
H -0.579 -1.385 1.421
H -2.844 1.172 0.828
H 0.331 3.167 -1.482
```

gap between HOMO and LUMO = 7.18 eV
net charge = 0

---

# 13
A 2-piece molecular cluster, C3H5ClNO overall at a distorted geometry. Source: OMol25; level of theory: ωB97M-V/def2-TZVPD.

```
11
C3H5ClNO ωB97M-V/def2-TZVPD
C -0.008 1.849 -0.336
C -1.121 0.309 1.230
C 0.983 -2.058 -0.756
N -0.396 0.961 0.476
O 0.450 -1.096 -0.274
Cl 0.096 3.497 -0.027
H 0.185 1.410 -1.380
H -0.770 -0.618 1.773
H -2.194 0.641 1.261
H 1.693 -1.754 -1.494
H 1.083 -3.142 -0.474
```

gap between HOMO and LUMO = 8.74 eV
net charge = +1

---

# 14
One molecule with the formula C3H5ClO at a distorted geometry. Source: OMol25; level of theory: ωB97M-V/def2-TZVPD.

```
10
C3H5ClO ωB97M-V/def2-TZVPD
O -1.489 -0.712 1.432
C -0.163 -0.580 1.895
C 0.673 -0.105 0.710
C 0.019 0.245 -0.361
Cl 0.597 0.635 -1.923
H -2.180 -1.047 2.086
H -0.197 0.157 2.697
H 0.264 -1.573 2.364
H 1.732 -0.348 0.663
H -1.036 0.356 -0.039
```

gap between HOMO and LUMO = 10.07 eV
net charge = 0
structure (SMILES) = OC/C=C/Cl

---

# 15
One molecule with the formula C3H5ClO at a distorted geometry. Source: OMol25; level of theory: ωB97M-V/def2-TZVPD.

```
10
C3H5ClO ωB97M-V/def2-TZVPD
C 1.098 -0.577 -0.163
C 0.217 0.417 0.509
O 0.638 1.444 1.085
C -1.246 0.346 0.142
Cl -1.636 -0.392 -1.369
H 1.117 -1.686 0.036
H 2.295 -0.413 -0.320
H 0.736 -0.404 -1.103
H -1.542 1.432 0.169
H -1.677 -0.167 1.014
```

gap between HOMO and LUMO = 10.81 eV
net charge = 0
structure (SMILES) = CC(=O)CCl

---

# 16
One molecule with the formula C3H5ClO at a distorted geometry. Source: OMol25; level of theory: ωB97M-V/def2-TZVPD.

```
10
C3H5ClO ωB97M-V/def2-TZVPD
C -1.177 1.112 -0.308
C -0.645 -0.010 0.161
Cl -1.334 -1.491 -0.049
C 0.768 -0.276 0.476
O 1.599 -0.840 -0.562
H -0.679 2.066 0.021
H -1.922 1.325 -1.048
H 1.371 0.612 0.741
H 0.887 -0.763 1.397
H 1.131 -1.734 -0.830
```

gap between HOMO and LUMO = 10.44 eV
net charge = 0
structure (SMILES) = C=C(Cl)CO

---

# 17
A 2-piece molecular cluster, C3H5ClO2 overall at a distorted geometry. Source: OMol25; level of theory: ωB97M-V/def2-TZVPD.

```
11
C3H5ClO2 ωB97M-V/def2-TZVPD
C -2.794 1.267 -0.166
C 0.682 -0.088 0.734
C -0.817 -0.226 -1.048
O -2.863 1.739 0.899
O -0.305 -0.757 -0.030
Cl -3.870 1.465 -1.548
H 1.064 0.955 0.387
H 1.501 -0.679 0.815
H 0.299 0.050 1.861
H -0.499 0.810 -1.403
H -1.358 -0.847 -1.754
```

gap between HOMO and LUMO (spin up / spin down) = 8.13 / 7.02 eV
net charge = 0

---

# 18
C3H5ClOS as an isolated structure at a distorted geometry. Source: OMol25; level of theory: ωB97M-V/def2-TZVPD.

```
11
C3H5ClOS ωB97M-V/def2-TZVPD
C 1.411 1.062 -0.285
C -0.190 -0.455 0.048
C -1.502 -0.724 0.558
H 1.587 1.206 -1.478
H 2.009 -0.079 0.129
H 1.720 2.235 0.306
H -1.300 -1.909 0.180
H -1.665 -0.504 1.523
O 0.083 0.855 -0.089
S 0.846 -1.553 -0.408
Cl -3.000 -0.134 -0.484
```

gap between HOMO and LUMO = 8.45 eV
net charge = 0

---

# 19
C3H5ClS as an isolated structure at a distorted geometry. Source: OMol25; level of theory: ωB97M-V/def2-TZVPD.

```
10
C3H5ClS ωB97M-V/def2-TZVPD
C 0.257 -0.553 0.473
C -0.218 0.820 0.096
C -0.841 -0.425 -0.469
H 2.369 0.707 -0.192
H 0.087 -0.937 1.515
H -0.949 1.470 0.633
H 0.427 1.354 -0.551
H -0.598 -0.579 -1.490
S 1.938 -0.982 -0.046
Cl -2.472 -0.875 0.032
```

gap between HOMO and LUMO = 9.26 eV
net charge = 0

---

# 20
One molecule with the formula C3H5ClS at a distorted geometry. Source: OMol25; level of theory: ωB97M-V/def2-TZVPD.

```
10
C3H5ClS ωB97M-V/def2-TZVPD
C 1.415 -1.290 -0.741
C 0.623 -0.631 0.061
Cl -1.019 -1.248 0.000
C 0.806 0.711 0.631
S -0.267 1.827 0.011
H 0.962 -2.272 -0.963
H 2.474 -0.821 -0.847
H 1.851 1.248 0.481
H 0.665 0.267 1.694
H -1.415 0.828 -0.248
```

gap between HOMO and LUMO = 9.71 eV
net charge = 0
structure (SMILES) = C=C(Cl)CS